[1]
C5H5BrS2 in the gas phase in a non-equilibrium geometry. Source: the Open Molecules 2025 dataset; level of theory: wB97M-V/def2-TZVPD.

Positions of all 13 atoms, in Å:
C1 -0.84793 -2.07770 0.09825
S1 -0.05226 -1.35378 1.62290
C2 0.68909 0.08349 0.91607
S2 2.37471 0.24302 0.68829
C3 2.18728 1.93987 0.18604
C4 0.87621 2.33827 0.20874
C5 -0.05473 1.31650 0.61480
Br1 -1.90600 1.42001 0.67497
H1 -0.40411 -1.56188 -0.74545
H2 -1.87170 -2.03809 0.04679
H3 -0.48656 -3.09345 0.28158
H4 3.00919 2.61623 0.29929
H5 0.71344 3.39382 -0.00529

Properties
SMILES: CSc1sccc1Br
E, eV: -96977.8969
Lowest unoccupied orbital energy, eV: 0.4
Net charge: 0
Energy relative to the best compared isomer or geometry (same formula, charge and spin), eV: 0.2261
Frontier orbital gap, eV: 8.89



[2]
A 13-piece molecular cluster, H26O13 overall in a non-equilibrium geometry. Source: the Open Molecules 2025 dataset; level of theory: wB97M-V/def2-TZVPD.

Positions of all 39 atoms, in Å:
H1 -0.37471 0.81626 1.07043
H2 -0.40903 -0.25042 -0.02114
H3 -0.88669 3.20492 2.24989
H4 -1.34739 3.60583 0.87424
H5 -2.01150 0.52761 3.61842
H6 -0.69228 1.10886 4.37635
H7 -4.45989 -2.75816 1.96660
H8 -3.37199 -3.24706 0.93773
H9 2.48742 2.04705 -2.88301
H10 2.00875 3.39070 -3.51669
H11 -1.70256 -0.56256 1.35332
H12 -2.24448 0.02618 -0.04868
H13 5.15646 -0.02865 0.81510
H14 3.93681 1.09780 0.56862
H15 -0.58124 -2.13630 4.74058
H16 -1.36220 -1.03624 3.82290
H17 4.08084 -2.63007 1.44929
H18 2.76446 -3.03911 2.16442
H19 -2.22083 -2.79158 -3.04267
H20 -2.48313 -2.78301 -4.54251
H21 -0.27204 -0.96008 -2.61488
H22 -0.60268 0.38699 -3.12734
H23 -0.56019 2.97695 -3.10964
H24 0.22956 2.98308 -4.46479
H25 2.64121 0.44023 -1.01937
H26 3.04761 -1.02047 -1.01878
O1 0.18910 0.38450 0.39001
O2 -0.53019 3.34276 1.30888
O3 -1.55673 1.31642 4.05255
O4 -4.24213 -3.47349 1.31229
O5 2.29632 2.45708 -3.66129
O6 -1.91970 0.27143 0.82685
O7 4.90103 0.95466 0.65392
O8 -1.00135 -1.19612 4.68193
O9 3.12580 -2.47639 1.54904
O10 -2.62745 -3.36472 -3.78345
O11 -1.08498 -0.36178 -2.73421
O12 -0.64481 3.22999 -4.00776
O13 2.32477 -0.45307 -1.18713

Properties
E, eV: -27036.1556
Lowest unoccupied orbital energy, eV: -0.7
Net charge: 0
Energy relative to the best compared isomer or geometry (same formula, charge and spin), eV: 5.7915
Frontier orbital gap, eV: 9.76



[3]
A 14-piece molecular cluster, C26H62N10O28 overall in a non-equilibrium geometry. Source: the Open Molecules 2025 dataset; level of theory: wB97M-V/def2-TZVPD.

Positions of all 126 atoms, in Å:
C1 -2.32421 -4.64397 4.75349
N1 -2.35202 -3.17015 4.91869
O1 -2.40280 -2.72842 6.03190
O2 -2.34093 -2.50729 3.90517
H1 -1.71960 -4.95236 3.90704
H2 -3.35637 -4.93916 4.57054
H3 -1.96067 -5.09064 5.67195
C2 -3.83086 -1.77948 1.02097
N2 -5.06304 -0.95035 0.92363
O3 -5.01423 0.20577 1.27403
O4 -6.01440 -1.44939 0.37112
H4 -4.19895 -2.77421 1.25409
H5 -3.21390 -1.44954 1.85002
H6 -3.30999 -1.69006 0.07316
C3 -0.84502 0.21849 6.69645
N3 -0.76120 0.83986 8.05384
O5 -1.23799 0.25014 8.99142
O6 -0.21295 1.91705 8.11975
H7 -1.68026 -0.47447 6.78615
H8 0.05336 -0.36662 6.53080
H9 -1.08892 1.01652 6.00820
C4 -2.47305 1.84515 -0.48358
N4 -2.21834 0.90449 -1.61694
O7 -2.59192 -0.23629 -1.48846
O8 -1.51418 1.33737 -2.50467
H10 -2.30245 2.87383 -0.78443
H11 -1.70582 1.60875 0.25351
H12 -3.45469 1.72311 -0.03992
C5 2.13934 -4.19244 1.16109
N5 0.67425 -4.26777 1.43375
O9 -0.03361 -4.51405 0.47930
O10 0.27308 -3.99290 2.54803
H13 2.26592 -3.98782 0.10418
H14 2.52439 -5.19529 1.35250
H15 2.63691 -3.49175 1.82107
C6 1.68551 2.84760 5.15742
N6 1.97844 1.43872 5.45276
O11 2.07679 0.68565 4.50235
O12 2.10236 1.08955 6.60220
H16 1.55723 3.42437 6.06632
H17 0.77000 2.87151 4.57295
H18 2.52689 3.21820 4.57733
C7 -1.15050 -3.97595 -2.66126
N7 -1.86610 -4.24262 -3.94869
O13 -1.22094 -4.59155 -4.91983
O14 -3.06901 -4.16594 -3.94880
H19 -0.09093 -4.18292 -2.72707
H20 -1.64825 -4.66072 -1.97877
H21 -1.43086 -2.94899 -2.44371
C8 3.90962 0.00260 -1.26742
N8 4.01039 -1.14645 -0.34920
O15 4.73957 -2.08202 -0.62059
O16 3.26449 -1.11576 0.62123
H22 3.27157 0.77391 -0.84542
H23 3.37276 -0.34522 -2.14773
H24 4.89438 0.40019 -1.49319
C9 1.48308 4.18060 0.83575
N9 0.06985 4.25474 1.26056
O17 -0.73912 4.70731 0.47215
O18 -0.23676 3.85980 2.36574
H25 2.00684 3.62186 1.60077
H26 1.87087 5.18695 0.70654
H27 1.42806 3.69181 -0.13410
C10 0.98945 -1.19463 -6.74347
N10 0.35930 -0.74915 -5.47081
O19 0.79208 0.27129 -4.97828
O20 -0.46095 -1.45817 -4.94066
H28 0.72648 -0.40239 -7.44644
H29 0.59755 -2.14273 -7.08791
H30 2.06873 -1.15854 -6.63836
O21 1.06827 1.03290 0.10420
C11 0.47540 0.04021 -0.25207
O22 -0.25289 -0.76907 0.48378
C12 -0.28258 -0.72486 1.90297
C13 -1.21792 0.39331 2.39128
C14 0.67285 -0.50803 -1.64129
H31 0.67769 -0.50243 2.37478
H32 -0.62087 -1.68356 2.28689
H33 -2.18105 0.33242 1.88088
H34 -0.75804 1.35984 2.17794
H35 -1.41529 0.34474 3.46203
H36 -0.26092 -0.99050 -1.93573
H37 1.41187 -1.30640 -1.57928
H38 0.91192 0.30480 -2.31825
O23 2.31334 -4.68807 -3.15382
C15 2.78235 -4.09275 -4.09510
O24 2.83398 -4.57017 -5.32917
C16 2.02113 -5.70842 -5.70013
C17 1.62392 -5.64596 -7.15948
C18 3.36400 -2.71605 -3.92924
H39 1.12771 -5.75724 -5.07957
H40 2.67889 -6.55633 -5.50775
H41 2.47441 -6.01431 -7.74006
H42 1.47875 -4.63412 -7.53225
H43 0.77143 -6.30901 -7.27435
H44 3.51899 -2.51945 -2.86943
H45 2.69677 -1.92687 -4.28086
H46 4.34135 -2.62420 -4.40390
O25 -4.13613 1.84311 3.91224
C19 -3.41127 2.77914 3.68059
O26 -3.52328 3.56274 2.62609
C20 -4.64854 3.47963 1.77638
C21 -5.84172 4.21866 2.34104
C22 -2.26846 3.15169 4.59219
H47 -4.95951 2.46514 1.51291
H48 -4.35110 3.94061 0.83404
H49 -5.57674 5.22103 2.67681
H50 -6.30583 3.70392 3.18476
H51 -6.63221 4.25837 1.58825
H52 -2.52528 2.95316 5.62893
H53 -2.13389 4.22529 4.46403
H54 -1.39116 2.58619 4.29072
O27 3.41736 6.61769 -4.12835
C23 3.29705 6.06380 -3.07710
O28 3.23219 4.72975 -2.92872
C24 3.06100 3.95282 -4.12200
C25 2.89174 2.50330 -3.71786
C26 3.28436 6.74777 -1.73107
H55 3.97382 4.10774 -4.70169
H56 2.21336 4.23703 -4.74444
H57 3.78915 1.99422 -3.37309
H58 2.49536 1.96140 -4.57678
H59 2.09992 2.48298 -2.96443
H60 2.22121 6.78273 -1.47244
H61 3.60654 7.78173 -1.81502
H62 3.88289 6.22892 -0.98919

Properties
E, eV: -100171.7116
Lowest unoccupied orbital energy, eV: -0.3
Net charge: 0
Frontier orbital gap, eV: 9.73